Entry 1:
This record from the Open Molecules 2025 dataset describes a molecular structure, C25H33F4LaN3O4P. The level of theory is the ωB97M-V functional and the def2-TZVPD basis.

Frontier orbital gap   8.01 eV
Calculated total energy   -2210.2023 a.u.

Structure (ORCA input):
```
! RIJCOSX wB97M-V def2-TZVPD def2/J DEFGRID3
* xyz 0 1
La 4.71799 -9.59658 12.86264
P 1.77922 -10.27708 11.81805
F 5.62623 -5.06648 17.69310
F 6.16665 -9.92951 15.41640
F 5.64140 -9.78433 17.99420
F 5.78735 -5.25872 14.98157
O 5.92311 -11.28748 11.54915
O 3.42296 -10.06463 14.79542
O 6.45386 -13.45324 10.97537
O 3.13104 -11.23213 16.77662
N 4.69532 -12.09034 13.71490
N 5.55272 -7.81087 10.83101
N 6.05031 -7.76822 13.73242
C 0.34577 -9.54217 12.78431
C 5.36722 -13.02392 13.09180
C 4.20685 -12.27492 14.93558
C 1.20968 -10.42044 10.04181
C 0.32654 -12.63657 12.27365
C 4.97356 -14.53662 14.87044
C 3.83385 -6.24952 11.83227
C 6.00989 -7.60744 15.09724
C 5.99001 -12.58655 11.72975
C 5.87507 -6.35977 15.75575
C 4.66394 -9.25224 9.01588
C 4.35680 -13.50526 15.55986
C 5.75116 -6.29809 17.13280
C 5.66323 -7.40021 17.94232
C 5.85548 -8.50670 9.55575
C 0.26035 -7.98544 12.81884
C 6.81415 -6.87396 12.88013
C 1.71996 -11.99215 12.47452
C 5.51259 -14.31879 13.57111
C 4.70822 -6.64051 10.60516
C 5.74416 -8.62790 17.33222
C 5.97734 -8.67626 15.97104
C 0.63370 -9.15495 9.46854
C 3.50140 -11.09301 15.59147
C 6.86471 -7.36485 11.45746
H 7.85055 -6.77813 13.26287
H 6.17734 -7.80615 8.79832
H 7.30878 -6.58299 10.84429
H 4.03489 -13.67082 16.59725
H 3.05259 -5.59766 11.45799
H 0.26677 -13.54502 12.86952
H 5.33899 -5.77866 10.35553
H 2.11747 -10.70870 9.50341
H 4.84354 -9.72365 8.05462
H 2.49976 -12.61219 11.91420
H 1.26899 -8.23899 9.46172
H -0.50886 -11.95615 12.45860
H 5.03403 -15.58378 15.27642
H 4.35060 -5.83664 12.68668
H 7.46297 -8.26942 11.37225
H 1.96538 -11.80912 13.52743
H 1.01463 -7.68114 13.54674
H 5.57416 -7.29568 19.00828
H 0.47494 -11.21095 9.94411
H 3.39129 -7.17671 12.15185
H 3.78109 -8.71010 8.94308
H 4.46804 -10.10275 9.72831
H -0.69588 -7.64491 13.23252
H 6.71843 -9.15633 9.69776
H 4.00887 -6.85100 9.78672
H 6.48335 -5.83049 12.88682
H 0.25554 -12.84784 11.20346
H 0.44142 -7.54904 11.78946
H 0.29706 -9.33259 8.42426
H 0.56896 -9.89371 13.81349
H -0.28528 -8.87260 10.00318
H -0.67915 -9.93643 12.60713
H 6.03156 -15.04984 12.98899
*
```



Entry 2:
This record from the Open Molecules 2025 dataset describes a molecular structure, C3H11N3S. The level of theory is the ωB97M-V functional and the def2-TZVPD basis.

Frontier orbital gap   8.53 eV
Calculated total energy   -683.2195 a.u.

Structure (ORCA input):
```
! RIJCOSX wB97M-V def2-TZVPD def2/J DEFGRID3
* xyz 0 1
S -0.90274 -0.47318 2.21749
N -2.10325 -1.50870 1.69135
N -0.97483 0.76677 0.32689
N 0.35421 -1.30727 1.96240
C 0.31111 1.29796 0.04362
C 0.67739 0.96303 -1.45339
C 1.22666 -0.42143 -1.79789
H 2.10823 -0.37970 -1.12179
H 0.61864 2.32633 0.25235
H 1.16601 -0.80876 2.31482
H 1.42161 -0.51070 -2.86270
H -0.21941 1.00693 -2.04358
H 1.37897 1.65516 -1.80902
H -2.92441 -0.99984 1.26138
H 0.51720 -1.14242 -1.42991
H -1.86045 -2.40706 1.17337
H 0.93272 0.55139 0.64223
H -1.72766 1.39151 0.63237
*
```



Entry 3:
This record from the Open Molecules 2025 dataset describes a gas-phase ion, C5H6N (charge +1). The level of theory is the ωB97M-V functional and the def2-TZVPD basis.

Frontier orbital gap   7.74 eV
Calculated total energy   -248.4610 a.u.

Structure (ORCA input):
```
! RIJCOSX wB97M-V def2-TZVPD def2/J DEFGRID3
* xyz 1 1
N 2.16749 -0.79600 -0.48285
C -2.00010 -0.92094 -0.01284
C -1.32692 0.16144 -0.21335
C 0.84927 1.14585 -0.13427
C 1.43962 -0.14263 0.28708
C -0.51571 1.23682 -0.28027
H 2.41100 -1.71197 -0.17232
H -2.48301 -0.98722 0.93607
H 1.49512 1.97491 -0.10496
H -0.99738 2.14048 -0.52713
H 1.06035 -0.36382 1.34564
H -2.09973 -1.73692 -0.64079
*
```



Entry 4:
This record from the Open Molecules 2025 dataset describes a single C21H26O4S molecule. The level of theory is the ωB97M-V functional and the def2-TZVPD basis.

Frontier orbital gap   9.24 eV
Calculated total energy   -1514.9122 a.u.

Structure (ORCA input):
```
! RIJCOSX wB97M-V def2-TZVPD def2/J DEFGRID3
* xyz 0 1
S -1.84672 0.24526 5.90757
O -4.88425 -1.19331 3.92420
O -2.20148 1.61288 6.18429
O -4.65368 0.71322 5.03128
O -0.45932 -0.12474 5.77245
C 1.39406 -1.14231 1.61540
C 3.68477 -0.14452 1.08186
C -2.89856 -0.10682 1.81895
C -4.12917 -0.18846 4.40832
C -0.45120 0.17280 2.56555
C -1.98461 0.33667 2.98967
C 0.08621 -1.05119 2.10730
C -3.86271 -1.12424 9.29222
C -1.68004 -1.84899 7.71482
C -0.11782 2.73067 2.23081
C -2.00751 -2.63561 8.83061
C 0.34662 1.31050 2.23430
C -6.32041 -0.82807 3.77114
C -3.53200 -0.37638 8.14557
C -0.70274 -2.31325 2.00558
C -2.47947 -0.77948 7.32463
C -3.12814 -2.28437 9.60932
C 2.23730 -0.04793 1.48404
C -7.00209 -2.10314 3.37541
C 1.65509 1.18533 1.74881
C -2.56983 -0.33013 4.19433
H -4.63431 -0.76089 9.97071
H -7.01886 -2.80123 4.22032
H -4.08171 0.53004 7.94377
H 0.77414 3.38409 2.22852
H -1.44219 -2.24352 1.19926
H -2.08886 1.42530 3.07153
H -3.18728 -1.15877 1.99393
H -8.03768 -1.93792 3.07094
H -6.47004 -2.55417 2.52766
H -0.76068 -2.05206 7.17420
H -1.35122 -3.45254 9.12040
H 2.29480 2.05150 1.56488
H -3.80254 0.51891 1.76275
H -2.31343 -0.04631 0.88510
H 3.87300 0.37795 0.13553
H -0.67946 2.95255 1.31052
H -6.40945 -0.05246 3.02032
H -1.19796 -2.55815 2.94590
H -0.01482 -3.13647 1.76749
H 4.33472 0.31823 1.83644
H 1.77401 -2.12713 1.32878
H -0.71293 2.99126 3.10752
H 4.00173 -1.18313 0.93220
H -6.74401 -0.44907 4.70778
H -2.42637 -1.41696 4.23092
H -3.36830 -2.83996 10.51596
*
```



Entry 5:
This record from the Open Molecules 2025 dataset describes a single C6H6O3S molecule. The level of theory is the ωB97M-V functional and the def2-TZVPD basis.

Frontier orbital gap (alpha / beta)   6.19 / 6.19 eV
Calculated total energy   -855.8066 a.u.

Structure (ORCA input):
```
! RIJCOSX wB97M-V def2-TZVPD def2/J DEFGRID3
* xyz 0 1
S 2.27153 -0.09140 0.14485
O 0.93537 0.80882 -0.79288
O 3.00600 -0.86983 -0.81657
O 0.98510 -1.19035 0.64379
C -0.21303 0.64092 -0.33141
C -2.27360 2.12931 -0.14853
C 2.98431 1.19109 0.76914
C -1.12510 -1.62946 -0.47161
C -1.30718 1.45177 -0.28658
C -0.29416 -0.68711 0.39982
H -3.03896 2.85727 -0.22592
H -0.85979 -1.50302 -1.43757
H -2.03294 -1.10809 -0.42669
H 2.80042 1.27494 1.82460
H -0.72274 -0.62625 1.32767
H -1.11524 -2.64861 -0.17210
*
```



Entry 6:
This record from the Open Molecules 2025 dataset describes 4 unconnected molecules or ions with the total composition C23H54BO16P3. The level of theory is the ωB97M-V functional and the def2-TZVPD basis.

Frontier orbital gap   8.20 eV
Calculated total energy   -3161.2960 a.u.

Structure (ORCA input):
```
! RIJCOSX wB97M-V def2-TZVPD def2/J DEFGRID3
* xyz 0 1
P 2.60381 0.55431 -0.84435
P 1.27428 -1.68880 7.47830
P -4.90833 3.11957 -2.88601
O 1.69846 -1.02660 6.00573
O 1.69887 -3.81934 -9.64810
O 2.78520 -1.65235 8.18235
O 2.10987 0.34469 0.73425
O 1.75004 -3.20425 6.79277
O 1.81040 -0.67212 -1.35806
O 0.84846 -0.33243 8.09188
O 1.43336 1.65400 -1.30002
O 3.49028 1.92458 -0.27038
O -6.55831 2.88373 -2.84306
O -5.21437 4.26371 -4.14704
O 0.39138 -0.31459 -6.21902
O -4.56095 2.04196 -4.11279
O -0.50859 -1.53356 -4.13394
O 1.84074 -5.57808 -7.69455
O -4.63442 2.09554 -1.75735
C 2.29329 -0.89966 1.40224
C 1.62714 -5.06284 8.31901
C 0.52350 1.27938 -2.33765
C 5.56286 1.37413 0.82519
C -7.28779 3.01577 -1.62705
C -6.27117 5.18626 -4.23308
C 2.93683 -1.47546 9.58733
C 2.03574 -1.66963 -5.12282
C 1.10780 0.22094 5.63208
C 4.20565 2.04300 0.93359
C 2.96648 -3.13775 -7.39974
C 3.66987 -1.05725 2.02964
C 2.82614 -2.76902 10.37973
C 1.92456 1.40586 6.14122
C 0.43884 -1.17862 -4.99523
C -4.52845 -0.26695 -3.30399
C -7.69244 4.44765 -1.31171
C -5.99788 6.40474 -3.37182
C 1.80770 -2.29173 -6.64879
C -3.72067 0.92488 -3.81129
C 1.04081 -1.03239 -7.36827
C -0.69947 0.55549 -1.78026
C 2.49861 -4.22617 7.40158
B 2.13208 -4.27422 -8.31384
H -1.36872 1.26636 -1.29502
H -6.91553 6.97978 -3.22552
H 1.88614 -0.35583 -7.85687
H 0.92081 -3.08503 -6.53021
H 0.23261 -1.40371 -8.16366
H 3.62132 -2.44227 -8.11001
H -3.20589 0.64014 -4.73702
H 1.55172 -0.93257 2.20597
H 1.34270 2.33117 6.07819
H 2.09211 -1.74489 0.74143
H -3.87099 -1.00922 -2.83975
H 2.36065 -2.55592 -4.41834
H 4.43271 -1.18090 1.25817
H -5.57606 6.13010 -2.40566
H 3.62418 1.71102 1.78718
H 0.94849 -4.44487 8.90582
H 2.26483 1.28601 7.17426
H 2.86185 -4.87483 6.59757
H 2.82783 1.52524 5.54245
H -5.29873 0.00902 -2.57747
H -6.32055 5.51506 -5.27643
H 3.94152 -1.07108 9.74245
H 4.36935 3.11272 1.10096
H -7.23284 4.72325 -4.03881
H 1.07357 0.25451 4.53630
H 0.06762 0.26852 5.97118
H 0.90770 -5.46894 -7.29204
H -8.39163 4.48143 -0.47152
H 0.19741 2.19923 -2.83824
H 3.46802 -3.55623 9.97469
H 3.61493 -3.66444 -6.55657
H 0.98605 -5.73118 7.72408
H 5.50190 0.41853 0.30565
H -0.45220 -0.18980 -1.01822
H 6.24413 1.99822 0.22686
H 3.94299 -0.19562 2.64506
H 1.79700 -3.13405 10.37906
H 2.22897 -0.74295 9.97966
H 3.39405 -3.84486 7.88087
H 5.99499 1.22903 1.81835
H -5.24668 7.04766 -3.85554
H -6.74091 2.59421 -0.78161
H 2.70038 -0.68795 -5.14003
H 1.03661 0.68315 -3.09952
H 3.11880 -2.61634 11.42231
H 3.70860 -1.94067 2.67308
H -5.05621 -0.74307 -4.13072
H -8.20192 2.42697 -1.74817
H -1.25010 0.05403 -2.58281
H -8.18157 4.93371 -2.16038
H 0.80655 -3.36904 -9.46477
H 2.24779 -5.66709 8.98522
H -6.81947 5.04231 -1.03479
H -2.93704 1.21560 -3.10375
*
```